# 1
# C13H35KO13S3

A structure of composition C13H35KO13S3 (ωB97M-V/def2-TZVPD, OMol25).

Structure (XYZ):
```
65
Properties=species:S:1:pos:R:3:forces:R:3:lowdin_charge:R:1
O 3.0872 0.9506 -2.1932 0.149 0.409 -0.154 -0.183
H 0.8918 -5.5528 1.4329 -0.240 0.640 -0.374 0.124
H -3.9875 0.5897 3.3722 -0.253 0.238 -0.286 0.082
H -2.4789 3.4691 -1.8060 0.518 0.287 0.140 0.077
O 0.3439 -1.6947 0.4883 -0.168 -0.253 -0.346 -0.318
H 3.4356 -5.3372 1.7600 -0.247 0.020 -0.196 0.081
H 2.3463 3.6467 -2.1102 0.448 0.338 0.346 0.060
C -2.1122 -1.7967 -3.0435 -0.550 0.061 0.456 -0.264
C 1.6341 4.4753 -2.0670 -0.940 -0.370 -0.243 -0.135
H 1.7439 4.2887 3.1856 0.026 -0.108 -0.220 0.071
H 1.9508 5.3749 -1.5409 0.485 -0.188 0.098 0.084
K 0.8074 0.9141 -0.6487 -0.165 0.165 0.262 0.807
H 0.8711 -2.2071 -1.9625 -0.157 -0.129 -0.065 0.046
C 2.6769 -5.3793 2.5426 0.631 0.119 0.345 -0.073
H -1.6880 -2.0342 -2.0630 0.150 -0.224 -0.122 0.119
H -1.7980 3.7452 -0.1348 0.032 -0.161 0.085 0.059
H -2.4814 0.9933 4.1015 0.262 0.009 -0.308 0.076
O -1.1061 -1.8848 -4.0708 1.109 0.818 -0.410 -0.247
O 0.4004 4.0036 -1.5425 -0.359 -0.114 -0.175 -0.168
H 0.4603 3.8082 -0.5890 0.479 0.119 0.064 0.005
C -0.0270 -1.7686 3.0786 0.204 -0.601 -0.611 -0.085
C 1.2606 -2.1186 -2.9760 -0.141 0.722 -0.092 -0.090
O 1.4059 -3.4959 1.7296 -0.187 0.772 -0.993 -0.246
H 0.7976 -1.0582 3.0735 -0.169 0.221 0.062 0.067
H 0.6962 -4.8702 3.0522 -0.124 -0.166 -0.209 0.119
H 3.3613 1.2588 -3.0637 -0.223 -0.095 -0.039 0.098
O -1.9333 0.7813 -0.6562 -0.475 0.742 -0.159 -0.352
C 1.1891 2.5297 2.0269 -0.202 -0.087 0.805 -0.747
S 0.0496 -2.6451 1.5154 0.239 -0.570 1.429 0.612
O -0.1674 0.1315 -3.0213 0.576 -0.510 -0.711 -0.363
H 1.2869 -3.0684 -3.5003 -0.110 0.017 -0.054 0.075
H -3.5829 3.9427 -0.5624 0.103 0.059 0.412 0.074
H 2.2606 -1.6904 -2.9172 -0.042 0.107 -0.124 0.065
O -1.0436 -3.5793 1.4444 0.416 0.604 -0.389 -0.273
H 2.5579 -6.4217 2.8427 -0.041 -0.028 -0.113 0.083
O -3.5445 1.6436 1.0105 -0.173 0.046 -1.504 -0.245
H -2.4890 -0.7801 -2.9247 0.084 0.016 -0.427 0.107
H 3.1037 -4.8680 3.4091 -0.169 0.154 -0.068 0.080
H 2.1119 2.7735 3.9966 -0.183 -0.234 0.034 0.068
H 4.9714 0.4920 -1.4193 -0.084 0.021 -0.242 0.084
H -2.8468 -3.8043 -3.3834 0.141 0.055 -0.031 0.080
C 4.1523 1.2126 -1.2980 0.892 -0.704 0.929 -0.150
C -3.2018 -2.7726 -3.4076 -0.367 -0.447 0.419 -0.062
H 0.0892 -2.5194 3.8579 -0.010 0.026 0.036 0.069
H -3.5063 2.3087 3.7103 -0.458 -0.088 -0.196 0.079
H -1.9770 0.5193 1.7757 -0.164 0.075 -0.230 0.102
H 3.8098 1.0464 -0.2740 -0.279 0.157 -0.097 0.080
C -3.1930 1.3325 3.3396 0.524 0.161 0.513 -0.060
O 0.6761 3.2003 1.0860 0.019 -0.361 -0.312 -0.118
H 4.6114 2.2034 -1.3279 -0.456 0.175 -0.346 0.087
H 0.4353 3.4058 3.8538 -0.031 -0.327 0.036 0.071
C -2.5242 1.4455 1.9785 0.669 -0.684 1.118 -0.280
H 1.4384 4.7451 -3.1071 -0.017 0.101 0.047 0.080
C 1.3926 3.2648 3.3466 0.259 0.833 0.030 -0.022
H -1.0112 -1.3152 3.1527 0.059 0.188 -0.067 0.063
H -3.6836 -2.6193 -4.3715 0.255 0.336 -0.083 0.082
S -3.0741 1.6678 -0.5535 -0.162 0.139 1.299 0.644
C 1.3199 -4.8495 2.1496 -0.134 -0.921 1.282 -0.291
H -3.9866 -2.7039 -2.6497 0.037 0.054 -0.006 0.085
O -4.2455 1.3979 -1.3411 0.712 0.265 0.510 -0.268
S 0.2104 -0.9651 -3.8899 -0.420 -0.752 0.632 0.626
C -2.6440 3.4190 -0.7267 -0.766 -1.237 -1.136 -0.081
O 0.7929 -0.7315 -5.1790 -0.490 -0.132 0.601 -0.263
O 1.4754 1.3080 2.0284 -0.108 0.088 -0.661 -0.104
H -1.7723 2.2425 1.9814 -0.217 0.133 -0.194 0.117
```
Forces are in eV/Å.

Properties
electronic energy	-89497.542	eV
HOMO	-8.88	eV
orbital gap	9.005	eV
LUMO	0.129	eV

# 2
# C13H37BeF6N3O4P

A structure of composition C13H37BeF6N3O4P (ωB97M-V/def2-TZVPD, OMol25).

Structure (XYZ):
```
65
Properties=species:S:1:pos:R:3:forces:R:3:lowdin_charge:R:1
F 2.1921 4.1532 -0.2443 -0.413 0.169 -0.309 -0.191
H 2.9593 0.9995 -5.1795 -0.022 0.282 0.327 0.133
H -0.5665 -6.8166 2.2432 0.149 0.340 -0.226 0.088
C 3.4424 -0.0228 -7.5050 0.273 -0.272 -0.595 -0.098
H 0.5443 -1.8721 -5.1035 0.003 0.225 0.144 0.084
H 2.7265 -1.8444 -3.0447 -0.416 -0.507 0.689 0.083
H 1.6687 -3.1684 -4.8197 0.516 0.190 0.358 0.078
H -0.5328 -4.5055 0.9743 0.551 0.061 -0.481 0.086
H -2.1929 1.2142 7.1817 0.334 0.481 -0.166 0.078
H 4.1964 0.7362 -7.2966 -0.145 0.357 0.118 0.100
C -4.0845 2.9844 -0.8884 -0.692 0.229 -0.103 -0.372
O 2.2000 0.1987 -6.8931 -0.542 -0.141 0.975 -0.145
H -4.4419 4.7319 0.2776 0.276 0.333 -0.222 0.132
H 3.6152 -2.3812 2.7224 -0.631 0.390 -0.202 0.094
H -1.9538 -6.1458 3.1234 -0.164 0.212 -0.466 0.082
C 3.0333 -3.0963 3.3039 0.709 0.015 0.433 -0.100
H -3.8669 1.2715 -1.8914 0.844 -0.125 -0.458 0.098
C 2.5431 -1.0691 -4.8046 -2.328 -1.744 -0.365 -0.441
F 2.9533 5.8281 1.1841 0.366 -1.201 -0.469 -0.170
H 3.1033 -0.3490 -3.2175 -0.011 0.876 1.607 0.082
H -1.8069 -4.1920 1.8030 -0.709 0.704 -0.324 0.077
N -0.8219 -3.9698 1.7802 -0.720 -0.572 0.137 0.079
H 1.5559 -4.9828 4.0027 -0.270 0.267 0.434 0.132
C 2.1967 0.2730 -5.4605 0.790 -0.207 -0.982 -0.156
C -5.4916 3.0647 -1.4981 -0.617 1.151 -0.825 -0.054
H -3.2827 3.4272 -1.4793 -0.314 0.505 0.026 0.155
O 1.6997 -3.2288 2.8698 -0.857 -0.193 -0.128 -0.172
C -1.7111 0.3061 6.8193 -1.245 -0.667 0.853 -0.189
H 3.6451 -3.9949 3.2253 -0.401 -0.491 0.033 0.093
C -4.1834 3.6935 0.4850 0.245 -0.233 -1.120 -0.224
H 3.0365 -2.7724 4.3447 0.110 0.019 0.153 0.099
H -1.1579 -0.1355 7.6482 -0.206 -0.155 0.166 0.084
H 1.5979 -5.1656 2.3165 0.162 -0.274 -0.431 0.130
N -3.8241 1.5607 -0.9247 -0.309 -0.391 0.787 0.113
H -1.7489 4.3879 2.4842 -0.331 0.066 0.479 0.100
H -3.5654 4.4799 2.8728 0.250 -0.246 0.367 0.097
H -5.8567 4.0914 -1.4728 -0.093 0.110 0.109 0.093
H 1.6745 -2.3176 -6.3393 -0.020 -0.092 -0.091 0.077
H -5.0268 3.3817 1.1011 -0.082 -0.788 0.168 0.140
H 3.5757 -1.3276 -5.0394 0.254 -0.022 -0.076 0.141
H -6.2155 2.4427 -0.9717 0.127 0.036 0.324 0.092
O -2.9567 3.5751 1.1064 0.291 0.619 0.860 -0.176
C -0.8680 -6.1261 3.0309 -0.127 -0.433 0.805 -0.053
N 2.3232 -0.9742 -3.3611 1.938 0.663 -0.836 0.068
H -0.5989 -6.5924 3.9787 0.485 0.042 0.072 0.087
C 1.5787 -2.1766 -5.2627 -0.001 0.263 -1.365 -0.054
Be -0.3211 0.2758 1.1179 -0.092 0.075 -0.106 0.933
H -4.7008 1.1751 -0.6040 0.077 -0.874 0.870 0.084
F 4.1138 5.2616 -0.7977 -0.528 -0.169 -0.063 -0.149
H 3.9170 -0.9775 -7.2780 -0.158 -0.375 0.588 0.089
F 3.0368 3.5212 1.7337 -0.161 0.802 0.939 -0.194
C -0.3713 -4.6887 2.9644 1.655 1.129 1.013 -0.426
O -0.8697 0.4427 5.7146 0.506 0.478 -0.283 -0.124
H -5.5712 2.7724 -2.5451 0.430 -0.117 -0.045 0.091
C 1.1634 -4.5332 3.0906 0.541 -0.960 -0.848 -0.187
F 4.1854 3.0355 -0.0196 0.124 -0.144 -1.167 -0.184
H -0.7408 -4.1716 3.8499 -0.497 0.158 -0.093 0.141
H 3.2696 -0.1027 -8.5782 -0.133 0.425 0.041 0.100
H -2.5543 -0.3330 6.5577 0.194 -0.286 -0.061 0.077
C -2.7661 4.5688 2.1369 0.370 -0.456 -0.499 -0.045
H -2.8065 5.5974 1.7786 -0.016 -0.007 -0.513 0.099
F 4.9918 4.7333 1.1612 0.372 0.233 1.265 -0.130
H -0.0847 0.8126 6.1250 0.436 0.152 -0.613 0.077
P 3.5882 4.4675 0.5021 -0.113 -0.057 -0.193 0.133
H 1.2146 0.5686 -5.0916 -0.016 0.141 -0.415 0.136
```
Forces are in eV/Å.

Properties
electronic energy	-52722.386	eV
HOMO	-11.96	eV
orbital gap	1.895	eV
ΔE to the lowest compared entry with this formula, charge and spin	12.608	eV
charge	+1
LUMO	-10.069	eV

# 3
# C13H37K2O9

A structure of composition C13H37K2O9 (ωB97M-V/def2-TZVPD, OMol25).

Structure (XYZ):
```
61
Properties=species:S:1:pos:R:3:forces:R:3:lowdin_charge:R:1
H 0.7748 2.4224 -0.9284 0.107 -0.926 0.468 0.018
H -2.0659 -0.8003 -1.8616 -0.366 -0.424 -0.338 0.095
H -4.2771 0.4190 -2.6038 -0.206 -0.356 -0.231 0.073
H -2.6145 -2.4197 1.2075 0.005 -0.090 0.328 0.089
H -3.3489 1.4534 -3.6283 0.408 -0.063 -0.012 0.073
C 3.3734 -2.7742 2.4644 0.633 -0.394 0.786 -0.324
H -0.0372 -2.2176 -1.8191 0.331 0.421 -0.460 0.082
C 1.4963 0.1141 0.0292 -1.760 0.232 -0.483 -0.785
C 3.1068 -1.6879 3.5095 0.278 -0.523 -0.419 -0.061
H -0.4926 1.7733 2.9429 -0.245 -0.299 0.483 0.065
O 0.4147 0.6900 -0.1709 -1.370 -0.524 0.187 -0.009
H -1.4679 -1.3953 0.4681 0.046 0.426 0.004 0.045
H -1.2134 1.5704 0.4372 -0.047 -0.634 -0.161 0.021
H -0.0041 -3.7156 -4.1177 0.155 0.330 0.235 0.069
H -0.8165 3.3407 3.7024 0.457 0.343 -0.329 0.067
H -1.2500 -2.5142 3.3007 0.215 -0.100 0.110 0.122
C -1.3990 3.0512 1.5659 0.219 0.581 0.705 -0.336
O -0.9793 -3.6556 -0.8260 -1.073 -0.605 -0.489 -0.078
C 0.2046 4.0139 -1.8653 0.321 1.765 1.124 -0.253
C -1.2049 2.5958 3.0079 0.188 0.560 0.157 -0.071
H 1.4836 5.7008 -2.5246 -0.117 0.020 -0.229 0.069
H -2.3739 -0.7851 1.8952 0.043 0.060 -0.194 0.083
H 0.1646 -3.8677 2.3816 0.107 -0.165 -0.152 0.106
H -2.3168 0.7954 -1.2580 -0.848 0.047 0.070 0.090
C -1.8827 -1.6473 1.4441 0.550 -0.349 0.287 -0.052
H -2.1433 2.3446 3.5021 -0.079 -0.587 -0.451 0.079
H -0.7445 4.0561 -1.3308 -0.201 -0.601 -0.087 0.110
H 2.5165 -0.8947 3.0507 -0.427 -0.148 0.147 0.059
H 0.7804 -3.7682 -1.7859 0.315 -0.140 -0.386 0.107
O -1.9662 2.0083 0.8412 -0.563 -0.409 -0.663 -0.081
K 4.9469 -0.0547 -1.4729 -0.522 -0.423 0.338 0.943
H -3.3317 -0.3130 -3.9559 -0.184 0.149 -0.042 0.069
H -2.0115 3.9485 1.4762 -0.203 -0.014 0.096 0.115
C -0.7715 -2.1644 2.3859 -1.339 0.665 -0.488 -0.272
H 0.0473 3.6068 -2.8641 0.305 -0.225 0.131 0.121
H -0.0741 -1.3614 2.6248 0.023 0.148 0.185 0.098
C -0.7607 -3.5873 -3.3436 -0.519 -0.448 1.411 -0.052
H -1.4987 -2.8406 -3.6366 0.167 0.096 -0.052 0.061
H 0.6094 -1.4495 0.4299 -0.375 -0.618 0.123 0.073
H -1.2965 -4.5351 -3.2907 -0.031 -0.127 -0.008 0.073
O -0.0634 -3.2015 1.7291 0.244 -0.377 0.184 -0.100
H 1.0220 5.7003 -0.8445 -0.262 0.181 0.138 0.066
H 4.1704 -3.4693 2.7286 -0.293 -0.168 0.866 0.116
O 1.1617 3.2936 -1.0418 -0.203 0.477 -1.036 -0.217
C -2.2030 0.2319 -2.1841 -0.471 0.778 0.225 -0.317
O 2.5552 0.6879 -0.1095 4.552 1.081 -0.273 -0.118
H -0.3777 0.7527 -2.0135 0.209 -0.121 0.139 0.026
H 4.0354 -1.2011 3.8078 0.115 -0.235 0.154 0.071
K 3.5059 3.3596 0.2389 -0.780 -0.176 -0.020 0.935
O -1.0098 0.7180 -2.7352 1.079 0.223 -0.976 -0.092
C -0.1905 -3.2919 -1.9220 0.724 0.595 -0.937 -0.326
C 0.6540 5.4921 -1.8491 0.118 -0.841 -0.264 -0.071
C -3.3560 0.4575 -3.1852 0.374 -0.350 1.148 -0.055
H 3.1009 -2.0080 0.7889 -0.051 0.393 -0.342 0.026
H -0.4446 3.2727 1.0882 0.348 0.383 0.270 0.090
H 2.4862 -3.3587 2.2209 -0.176 0.017 0.265 0.098
H -0.4633 -3.4341 -0.0474 -0.157 -0.304 0.452 0.018
H -0.2027 6.1280 -2.0725 0.236 0.136 -0.053 0.082
O 1.5342 -1.2022 0.3573 -0.287 0.515 -0.141 0.089
H 2.6228 -2.1482 4.3709 -0.107 0.369 0.118 0.079
O 3.8868 -2.2349 1.2912 0.390 0.773 -1.623 -0.103
```
Forces are in eV/Å.

Properties
electronic energy	-65154.227	eV
HOMO	-11.34	eV
orbital gap	7.019	eV
ΔE to the lowest compared entry with this formula, charge and spin	0.000	eV
charge	+1
LUMO	-4.324	eV

# 4
# C13H37N3PSr

A structure of composition C13H37N3PSr (ωB97M-V/def2-TZVPD, OMol25).

Structure (XYZ):
```
55
Properties=species:S:1:pos:R:3:forces:R:3:lowdin_charge:R:1
H -2.5930 0.8366 2.6676 -0.041 -0.200 -0.142 0.057
H 0.2983 -3.1902 2.5979 -0.158 0.104 0.062 0.083
H -3.9928 0.7087 -0.2229 0.119 0.053 0.031 0.077
H 3.4751 -0.5586 -1.0148 0.000 0.001 -0.230 -0.012
H -2.4427 1.1070 -1.0212 -0.106 -0.028 0.269 0.060
H 2.0237 -0.8455 2.3727 0.025 -0.144 -0.347 0.058
H 2.0951 -0.5626 -5.6090 0.110 -0.018 0.130 -0.014
H -2.3331 -0.9246 2.8058 -0.125 0.276 -0.110 0.056
H 1.6517 1.8806 0.0328 -0.034 -0.038 0.392 0.034
C -2.7705 -0.1323 2.1877 -0.539 -0.170 -0.036 -0.097
H 0.1523 1.9445 -3.9798 -2.519 -0.756 -1.744 -0.043
H -2.9267 1.9272 0.4891 0.004 -0.204 -0.128 0.053
H 3.0027 -1.3498 -4.4869 -0.082 0.070 -0.023 -0.018
C 0.3962 -1.6478 1.1160 -0.519 0.013 0.646 -0.608
C 1.8768 -1.4280 1.4539 0.161 -0.224 0.026 -0.107
Sr 1.0656 0.6431 -2.7640 3.113 -1.375 1.336 0.330
H -0.1397 3.5605 1.7574 -0.093 -0.154 -0.027 0.080
C -2.9417 0.9775 -0.0502 0.078 -0.080 -0.235 -0.109
H -1.6506 1.6623 -4.0748 -0.078 0.024 -0.071 0.017
H 0.9597 -3.4928 0.1436 -0.130 0.145 -0.002 0.079
H 1.8994 2.8014 1.5350 -0.040 -0.167 0.008 0.078
C -0.6647 2.6779 1.3633 0.048 0.131 0.012 -0.107
H -0.7517 0.1306 -4.1004 0.257 0.397 0.007 -0.023
H 3.7138 1.0455 -0.8895 -0.066 -0.015 -0.199 0.002
C -2.7339 -1.4823 0.0724 -0.128 0.073 -0.137 -0.106
H -0.6164 1.2487 -5.4697 -0.093 0.031 0.099 0.010
H 0.7062 -2.1328 -0.9896 -0.119 -0.128 0.274 0.044
C -0.7099 1.2054 -4.3818 0.067 1.880 -0.752 -0.249
H -3.8322 -1.4638 0.0185 0.160 -0.024 0.017 0.079
H -2.4539 -2.3762 0.6383 -0.054 0.211 -0.186 0.053
C -2.2766 -0.1701 0.7318 -0.150 0.040 0.997 -0.617
N 3.4842 0.3069 -1.5592 0.440 0.023 0.174 -0.054
N 2.6129 -0.4347 -4.7327 -0.306 -0.352 -0.108 -0.097
H 2.4047 1.1036 1.4565 -0.204 0.140 -0.087 0.057
H -0.7501 0.9233 3.5179 0.296 0.020 -0.072 0.059
H -0.6863 -2.9723 -0.2830 0.268 0.077 0.034 0.056
H 0.9186 0.3114 3.3722 -0.190 0.203 -0.041 0.053
C -0.2818 -2.2911 2.3341 0.485 -0.465 0.201 -0.104
N -0.0290 0.2626 -0.8935 -1.019 -0.428 2.213 -0.555
H 2.4196 -0.9570 0.6244 -0.260 -0.069 0.289 0.046
C 0.3291 -2.6184 -0.0800 0.115 0.079 -0.015 -0.115
H -1.3027 -2.6221 2.1280 0.214 0.119 0.105 0.054
H -2.3471 -1.5552 -0.9526 -0.024 -0.001 0.257 0.078
H -0.2752 -1.6323 3.2120 -0.063 -0.142 -0.170 0.067
C 0.2203 1.4452 1.6128 -0.149 -0.490 0.802 -0.611
H -3.8580 -0.2960 2.1706 0.076 0.058 0.149 0.083
H -1.6314 2.6237 1.8795 0.220 -0.041 -0.143 0.061
C 0.2481 1.1382 3.1159 0.091 0.537 0.312 -0.097
H 4.2870 0.2399 -2.1929 -0.276 0.048 0.118 -0.005
H 2.3290 -2.4179 1.6270 -0.057 0.209 -0.053 0.084
H 3.4028 0.1690 -4.9488 0.200 0.265 -0.044 -0.034
C 1.6364 1.8139 1.1311 -0.041 0.003 -0.172 -0.124
H 0.6234 2.0376 3.6281 -0.054 -0.193 0.109 0.084
H -0.8235 2.8419 0.2899 0.021 -0.101 0.233 0.074
P -0.4172 -0.0208 0.6136 1.152 0.782 -4.027 0.799
```
Forces are in eV/Å.

Properties
electronic energy	-28674.449	eV
HOMO	-0.11	eV
orbital gap	2.678	eV
charge	-1
LUMO	2.569	eV

> The highest orbital gap belongs to which entry?

C13H35KO13S3

> Which of these has the highest orbital gap?

C13H35KO13S3

> The lowest LUMO belongs to which entry?

C13H37BeF6N3O4P